Molecular formula: C2H7BrSi
Method: DFT, the ωB97M-V functional and the def2-TZVPD basis

XYZ file:
```
11
Properties=species:S:1:pos:R:3:lowdin_charge:R:1
C -1.15939 -0.51394 -1.56707 -0.221
C 1.11047 -0.12324 0.76096 -0.259
Si -0.65382 -0.40736 0.24197 1.016
Br 1.30283 3.13236 2.20862 -0.593
H -1.26717 0.49352 -2.13780 0.094
H -0.25602 -0.92741 -1.97060 0.010
H -1.96349 -1.14619 -1.91900 0.026
H 1.23791 -0.72034 1.62510 0.022
H 1.98484 -0.22188 0.15952 0.042
H 1.30038 0.84956 1.15836 -0.137
H -1.63653 -0.41508 1.43994 0.001
```

Its spin multiplicity is 1. Its net charge is 0. The HOMO-LUMO gap comes out at 4.210 eV. The lowest unoccupied orbital energy comes out at -2.890 eV. The energy above the lowest of the compared OMol25 structures with the same formula, charge and spin comes out at 3.600 eV.



Molecular formula: C2H7Cl2N2
Method: DFT, the ωB97M-V functional and the def2-TZVPD basis

XYZ file:
```
13
Properties=species:S:1:pos:R:3:lowdin_charge:R:1
N -2.21667 0.49904 0.24974 0.033
C -0.96654 0.01960 0.67354 -0.973
Cl -0.12216 1.01782 2.08784 0.622
Cl -1.17939 -1.75663 1.25439 0.630
C 0.25396 -0.05309 -0.40653 -0.252
N 1.41551 -0.50849 0.30146 0.041
H -3.03744 0.19844 0.79194 0.116
H -2.18781 1.48244 0.03041 0.106
H 0.58868 0.85482 -1.05376 0.171
H 0.01940 -0.73216 -1.25686 0.138
H 1.28596 -1.45649 0.53024 0.083
H 1.18389 0.02736 1.30544 0.045
H 2.42090 -0.42799 -0.15702 0.240
```

Its spin multiplicity is 1. Its net charge is +1. The HOMO-LUMO gap comes out at 11.190 eV. The lowest unoccupied orbital energy comes out at -3.702 eV. The structure (SMILES) is NC(Cl)(Cl)C[NH3+]. The energy above the lowest of the compared OMol25 structures with the same formula, charge and spin comes out at 0.318 eV.



Molecular formula: C2H7ClIrN2O6
Method: DFT, the ωB97M-V functional and the def2-TZVPD basis

XYZ file:
```
19
Properties=species:S:1:pos:R:3:lowdin_charge:R:1
Ir -0.59854 -0.82582 1.20898 1.780
O 0.01049 -0.36889 4.61506 -0.124
Cl 0.27505 -1.20681 3.46150 0.731
O 1.13776 -2.30553 3.85042 -0.124
O -0.97575 -1.73267 2.94944 -0.384
O 0.92836 -0.42037 2.43295 -0.318
C 1.34795 1.84564 -2.68696 -0.032
O 1.46848 1.40228 -1.38652 0.076
C 0.55939 0.62155 -0.74948 -0.548
O 0.71062 0.29703 0.29528 0.049
N -0.58067 0.19226 -1.34285 0.027
N -1.37413 -0.53970 -0.65885 -0.189
H 2.23382 2.46232 -2.94282 0.138
H 0.43703 2.47216 -2.79635 0.124
H 1.30424 0.98230 -3.38468 0.124
H -0.81604 0.43715 -2.30993 0.204
H -1.56979 -1.53686 -1.09431 0.209
H -2.39163 -0.12495 -0.53677 0.209
H -2.10665 -1.65110 1.07587 0.047
```

Its spin multiplicity is 6. Its net charge is +2. The HOMO-LUMO gap (spin up / spin down) comes out at 9.000 / 5.501 eV. The lowest unoccupied orbital energy (spin up / spin down) comes out at -8.052 / -14.049 eV. The expectation value of S² is 8.76.



Molecular formula: C2H7ClN2
Method: DFT, the ωB97M-V functional and the def2-TZVPD basis

XYZ file:
```
12
Properties=species:S:1:pos:R:3:lowdin_charge:R:1
C -1.49321 0.54171 -0.55145 -0.206
C -0.79222 1.25474 0.59387 -0.081
N 1.10379 -1.56937 0.02069 -0.070
N 1.53482 -0.34248 0.62022 -0.512
Cl 2.77534 0.39399 -0.28246 0.513
H -2.53844 0.21950 -0.19932 0.086
H -1.63183 1.23697 -1.38968 0.059
H -0.89776 -0.27404 -0.83087 0.001
H -0.00039 1.97704 0.25157 0.042
H -0.81682 0.71852 1.57434 0.044
H 0.91038 -2.20113 0.76991 0.066
H 1.84636 -1.95546 -0.57682 0.057
```

Its spin multiplicity is 1. Its net charge is 0. The HOMO-LUMO gap (spin up / spin down) comes out at 7.617 / 9.712 eV. The lowest unoccupied orbital energy (spin up / spin down) comes out at -0.130 / 0.819 eV. The energy above the lowest of the compared OMol25 structures with the same formula, charge and spin comes out at 3.234 eV.



> Among the records above, which one has the highest spin multiplicity?

C2H7ClIrN2O6



Copy entry 4 word for word.
Molecular formula: C2H7ClN2
Method: DFT, the ωB97M-V functional and the def2-TZVPD basis

XYZ file:
```
12
Properties=species:S:1:pos:R:3:lowdin_charge:R:1
C -1.49321 0.54171 -0.55145 -0.206
C -0.79222 1.25474 0.59387 -0.081
N 1.10379 -1.56937 0.02069 -0.070
N 1.53482 -0.34248 0.62022 -0.512
Cl 2.77534 0.39399 -0.28246 0.513
H -2.53844 0.21950 -0.19932 0.086
H -1.63183 1.23697 -1.38968 0.059
H -0.89776 -0.27404 -0.83087 0.001
H -0.00039 1.97704 0.25157 0.042
H -0.81682 0.71852 1.57434 0.044
H 0.91038 -2.20113 0.76991 0.066
H 1.84636 -1.95546 -0.57682 0.057
```

Its spin multiplicity is 1. Its net charge is 0. The HOMO-LUMO gap (spin up / spin down) comes out at 7.617 / 9.712 eV. The lowest unoccupied orbital energy (spin up / spin down) comes out at -0.130 / 0.819 eV. The energy above the lowest of the compared OMol25 structures with the same formula, charge and spin comes out at 3.234 eV.



> The highest net charge belongs to which entry?

C2H7ClIrN2O6